Entry 1:
19
Properties=species:S:1:pos:R:3:nbo_charge:R:1 method="wB97M-V/def2-TZVPD" gap_ev=11.94 spin_multiplicity=1 e_tot_ev=-5410.500 smiles=CCC.CC homo_energy_ev=-10.851
C -2.0655 -1.1985 -0.3207 -0.608
C -1.5577 0.1822 -0.7907 -0.406
C -0.6710 -0.0087 -1.9997 -0.630
H -1.1935 -1.8529 -0.1068 0.205
H -2.6303 -0.9740 0.6041 0.214
H -2.5786 -1.5416 -1.1777 0.205
H -2.3499 0.9723 -0.8727 0.204
H -0.8441 0.6102 -0.0413 0.194
H -1.2222 -0.5302 -2.8568 0.203
H -0.3219 0.8803 -2.6471 0.212
H 0.3004 -0.3909 -1.6931 0.208
C 1.6003 -0.1801 1.4627 -0.615
C 2.1998 1.1768 1.4739 -0.615
H 1.2306 -0.2997 2.4898 0.210
H 0.8878 -0.3195 0.5092 0.194
H 2.1602 -1.0647 1.4116 0.207
H 2.2169 1.6012 0.4199 0.206
H 3.1332 1.0776 1.9206 0.207
H 1.7055 1.8600 2.2147 0.206

Entry 2:
19
Properties=species:S:1:pos:R:3:nbo_charge:R:1 method="wB97M-V/def2-TZVPD" gap_ev=12.15 spin_multiplicity=1 e_tot_ev=-5411.430 smiles=CCC.CC homo_energy_ev=-11.051
C -1.0763 -1.2575 -1.3267 -0.606
C -0.2695 -1.5008 -0.0224 -0.399
C 0.4643 -2.8527 -0.1935 -0.621
H -1.4756 -0.2343 -1.2981 0.203
H -1.8489 -1.9928 -1.5062 0.207
H -0.3297 -1.1788 -2.1140 0.202
H 0.4942 -0.7402 0.1445 0.195
H -0.9040 -1.3714 0.8547 0.199
H 0.2077 -3.3414 -1.1329 0.203
H 1.5473 -2.8665 -0.1225 0.211
H 0.0474 -3.5445 0.5491 0.207
C 0.0059 2.1465 1.0827 -0.609
C 0.8331 3.2807 0.4666 -0.613
H 0.0450 1.9598 2.1575 0.205
H -1.0279 2.3100 0.7750 0.201
H 0.3372 1.1961 0.6755 0.199
H 0.4083 3.5114 -0.5067 0.209
H 1.8998 3.0815 0.5610 0.206
H 0.7340 4.2323 0.9997 0.201

Entry 3:
19
Properties=species:S:1:pos:R:3:nbo_charge:R:1 method="wB97M-V/def2-TZVPD" gap_ev=12.20 spin_multiplicity=1 e_tot_ev=-5411.745 smiles=CCC.CC homo_energy_ev=-11.047
C -2.3605 -1.2453 -0.4801 -0.607
C -1.4724 -0.1157 -0.9683 -0.406
C -0.2990 -0.5315 -1.8418 -0.613
H -1.7326 -2.0614 -0.1199 0.202
H -2.9272 -0.9072 0.3807 0.213
H -2.9893 -1.6152 -1.2875 0.208
H -1.9966 0.6594 -1.5248 0.195
H -1.0589 0.5321 -0.1847 0.201
H -0.5261 -1.2455 -2.6287 0.202
H 0.3404 0.2147 -2.3122 0.213
H 0.3765 -1.1249 -1.2193 0.194
C 1.2112 0.4713 1.4011 -0.604
C 2.4546 1.3430 1.6602 -0.602
H 0.3196 1.0685 1.5820 0.199
H 1.1971 0.1771 0.3561 0.204
H 1.2340 -0.3964 2.0592 0.202
H 3.3854 0.7926 1.5436 0.202
H 2.4073 1.8085 2.6388 0.200
H 2.4365 2.1759 0.9455 0.198